Molecular formula: C18H42Br2N3ORuSi3
Method: DFT, ωB97M-V with the def2-TZVPD basis set

As for the expectation value of S²: 1.14. The LUMO energy (spin up / spin down) is -7.71 / -6.89 eV. The calculation puts the orbital gap (spin up / spin down) at 6.86 / 7.52 eV. Its energy above the lowest of the compared OMol25 structures with the same formula, charge and spin is 0.0 kJ/mol. The max |F| is 0.0263 hartree/bohr.

ORCA input file:
```
! wB97M-V def2-TZVPD RIJCOSX def2/J DEFGRID3
* xyz 2 2
Ru -0.059 0.343 0.650
Br 1.039 -0.932 2.897
Br -1.297 1.152 3.224
Si 1.901 2.171 0.087
Si 3.486 -0.699 0.071
Si 1.196 -0.129 -2.045
O -0.394 0.104 -1.548
N -3.932 -1.222 0.420
N -1.638 -0.809 0.674
N -3.136 0.950 0.483
C -0.011 0.077 4.167
C 2.115 2.466 1.921
C -4.452 1.579 0.324
C -2.892 -0.380 0.519
C -2.494 -3.025 1.237
C 1.951 0.340 -0.423
C -1.524 -0.020 -2.427
C 4.417 -0.075 1.549
C -3.781 -2.680 0.527
C 0.200 2.897 -0.349
C 1.371 -1.884 -2.573
C -1.370 -2.249 0.584
C 1.665 1.017 -3.411
C -5.519 0.614 0.787
C -5.283 -0.723 0.120
C 3.231 3.094 -0.824
C 2.842 -2.427 0.435
C 4.628 -0.603 -1.392
H -1.274 -2.542 -0.468
H 3.212 -3.162 -0.283
H -2.336 1.551 0.522
H -2.308 -4.096 1.179
H 1.190 0.718 -4.350
H 2.746 0.980 -3.575
H -4.640 -3.055 1.081
H 4.163 -0.844 -2.348
H -0.539 -0.616 4.807
H 3.173 -2.752 1.424
H 1.198 2.345 2.501
H -3.809 -3.124 -0.471
H 5.056 0.400 -1.470
H -1.499 0.777 -3.171
H -2.436 0.064 -1.851
H 2.423 3.511 2.035
H 5.324 -0.681 1.645
H 0.882 -2.014 -3.544
H 3.129 4.155 -0.584
H -6.505 0.992 0.521
H -0.169 2.588 -1.327
H 3.179 2.970 -1.906
H 3.862 -0.177 2.482
H -1.502 -0.989 -2.930
H 5.457 -1.301 -1.245
H -4.463 2.493 0.914
H 0.311 3.986 -0.363
H 4.742 0.963 1.445
H 4.215 2.760 -0.485
H -5.988 -1.467 0.484
H 0.922 -2.588 -1.869
H 1.751 -2.470 0.405
H 1.391 2.055 -3.210
H -5.417 -0.647 -0.963
H -0.584 2.719 0.405
H 2.889 1.844 2.363
H -5.480 0.499 1.872
H -0.424 -2.465 1.068
H -2.564 -2.747 2.292
H -4.612 1.853 -0.722
H 0.656 0.731 4.713
H 2.416 -2.169 -2.708
*
```

These are the Löwdin partial charges, in e, on atoms 1 to 8: atom 1 (Ru): 0.95, atom 2 (Br): 0.82, atom 3 (Br): 0.76, atom 4 (Si): 0.37, atom 5 (Si): 0.40, atom 6 (Si): 0.31, atom 7 (O): -0.40, atom 8 (N): -0.01

=====

Molecular formula: C18H42Cl12O6
Method: DFT, ωB97M-V with the def2-TZVPD basis set

As for the expectation value of S²: 0.75. The LUMO energy (spin up / spin down) is -2.55 / -9.15 eV. The calculation puts the orbital gap (spin up / spin down) at 9.64 / 3.05 eV. The max |F| is 0.0707 hartree/bohr.

ORCA input file:
```
! wB97M-V def2-TZVPD RIJCOSX def2/J DEFGRID3
* xyz 1 2
Cl -4.591 2.497 0.189
Cl -2.928 -1.000 -0.406
Cl -0.332 -4.881 -1.032
Cl 0.668 5.738 2.527
Cl -3.163 -3.776 2.609
Cl 2.266 4.815 -1.349
Cl -2.393 -0.792 -3.977
Cl 0.910 -5.342 1.975
Cl 4.885 -3.543 2.451
Cl -0.745 2.069 1.918
Cl -2.405 -6.921 -3.031
Cl -2.473 -1.456 4.808
O -0.950 3.489 -5.676
O 2.255 1.562 0.955
O 1.410 -1.223 1.578
O -0.603 1.938 -3.178
O 3.958 3.409 2.387
O 0.539 0.388 -0.813
C 1.153 4.865 -0.006
C -1.342 -1.698 3.451
C -2.684 -6.418 -1.338
C 4.562 2.406 1.521
C 2.262 -4.343 2.678
C -3.273 2.689 1.400
C 3.398 -4.268 1.664
C -1.538 -3.068 3.012
C 0.265 3.521 -4.894
C 0.827 -0.972 -0.851
C -2.105 -5.040 -1.091
C -3.671 0.022 -2.878
C 1.604 5.912 1.017
C 0.560 -1.612 0.504
C 3.619 1.185 1.320
C -4.127 -0.872 -1.719
C 0.498 2.263 -4.042
C -1.922 2.625 0.735
H 0.133 5.063 -0.333
H 2.657 5.835 1.287
H 5.528 2.123 1.937
H 3.625 0.608 2.245
H 1.680 6.876 0.514
H 3.097 -3.502 0.949
H -3.193 0.951 -2.568
H -3.439 3.703 1.762
H 1.899 -0.942 -1.045
H -2.452 -4.766 -0.095
H 0.372 4.450 -4.334
H -3.442 1.947 2.180
H -1.004 4.213 -6.304
H -4.384 -1.910 -1.932
H 0.571 1.312 -4.570
H -1.230 -3.553 3.939
H 4.111 0.496 0.634
H 3.669 -5.176 1.125
H -0.269 1.162 -2.723
H -1.821 1.855 -0.030
H 1.917 -3.363 3.008
H 1.011 0.935 -0.181
H 1.461 -0.265 1.564
H -0.858 -3.336 2.203
H 0.290 -1.444 -1.674
H -0.301 -1.587 3.756
H -3.759 -6.313 -1.195
H -1.559 3.576 0.343
H -5.035 -0.428 -1.311
H -0.464 -1.292 0.696
H 2.604 -4.857 3.576
H 3.983 3.091 3.293
H -2.646 -4.229 -1.580
H 4.855 2.793 0.545
H -1.586 -0.922 2.726
H -4.529 0.350 -3.464
H 1.145 3.631 -5.528
H 0.666 -2.692 0.410
H -2.339 -7.165 -0.624
H 1.116 3.842 0.368
H 1.332 2.334 -3.344
H 2.198 2.431 1.358
*
```

These are the Löwdin partial charges, in e, on atoms 1 to 8: atom 1 (Cl): 0.55, atom 2 (Cl): 0.60, atom 3 (Cl): 0.55, atom 4 (Cl): 0.58, atom 5 (Cl): 0.53, atom 6 (Cl): 0.60, atom 7 (Cl): 0.53, atom 8 (Cl): 0.55

=====

> expectation value of S² of number 2 (C18H42Cl12O6)?

0.75

=====

Copy entry 2 word for word.
Molecular formula: C18H42Cl12O6
Method: DFT, ωB97M-V with the def2-TZVPD basis set

As for the expectation value of S²: 0.75. The LUMO energy (spin up / spin down) is -2.55 / -9.15 eV. The calculation puts the orbital gap (spin up / spin down) at 9.64 / 3.05 eV. The max |F| is 0.0707 hartree/bohr.

ORCA input file:
```
! wB97M-V def2-TZVPD RIJCOSX def2/J DEFGRID3
* xyz 1 2
Cl -4.591 2.497 0.189
Cl -2.928 -1.000 -0.406
Cl -0.332 -4.881 -1.032
Cl 0.668 5.738 2.527
Cl -3.163 -3.776 2.609
Cl 2.266 4.815 -1.349
Cl -2.393 -0.792 -3.977
Cl 0.910 -5.342 1.975
Cl 4.885 -3.543 2.451
Cl -0.745 2.069 1.918
Cl -2.405 -6.921 -3.031
Cl -2.473 -1.456 4.808
O -0.950 3.489 -5.676
O 2.255 1.562 0.955
O 1.410 -1.223 1.578
O -0.603 1.938 -3.178
O 3.958 3.409 2.387
O 0.539 0.388 -0.813
C 1.153 4.865 -0.006
C -1.342 -1.698 3.451
C -2.684 -6.418 -1.338
C 4.562 2.406 1.521
C 2.262 -4.343 2.678
C -3.273 2.689 1.400
C 3.398 -4.268 1.664
C -1.538 -3.068 3.012
C 0.265 3.521 -4.894
C 0.827 -0.972 -0.851
C -2.105 -5.040 -1.091
C -3.671 0.022 -2.878
C 1.604 5.912 1.017
C 0.560 -1.612 0.504
C 3.619 1.185 1.320
C -4.127 -0.872 -1.719
C 0.498 2.263 -4.042
C -1.922 2.625 0.735
H 0.133 5.063 -0.333
H 2.657 5.835 1.287
H 5.528 2.123 1.937
H 3.625 0.608 2.245
H 1.680 6.876 0.514
H 3.097 -3.502 0.949
H -3.193 0.951 -2.568
H -3.439 3.703 1.762
H 1.899 -0.942 -1.045
H -2.452 -4.766 -0.095
H 0.372 4.450 -4.334
H -3.442 1.947 2.180
H -1.004 4.213 -6.304
H -4.384 -1.910 -1.932
H 0.571 1.312 -4.570
H -1.230 -3.553 3.939
H 4.111 0.496 0.634
H 3.669 -5.176 1.125
H -0.269 1.162 -2.723
H -1.821 1.855 -0.030
H 1.917 -3.363 3.008
H 1.011 0.935 -0.181
H 1.461 -0.265 1.564
H -0.858 -3.336 2.203
H 0.290 -1.444 -1.674
H -0.301 -1.587 3.756
H -3.759 -6.313 -1.195
H -1.559 3.576 0.343
H -5.035 -0.428 -1.311
H -0.464 -1.292 0.696
H 2.604 -4.857 3.576
H 3.983 3.091 3.293
H -2.646 -4.229 -1.580
H 4.855 2.793 0.545
H -1.586 -0.922 2.726
H -4.529 0.350 -3.464
H 1.145 3.631 -5.528
H 0.666 -2.692 0.410
H -2.339 -7.165 -0.624
H 1.116 3.842 0.368
H 1.332 2.334 -3.344
H 2.198 2.431 1.358
*
```

These are the Löwdin partial charges, in e, on atoms 1 to 8: atom 1 (Cl): 0.55, atom 2 (Cl): 0.60, atom 3 (Cl): 0.55, atom 4 (Cl): 0.58, atom 5 (Cl): 0.53, atom 6 (Cl): 0.60, atom 7 (Cl): 0.53, atom 8 (Cl): 0.55

=====

> expectation value of S² of number 2 (C18H42Cl12O6)?

0.75

=====

> Which of these has the lowest max |F|?

C18H42Br2N3ORuSi3